1.
The following is a quantum chemistry calculation of C4H7NO2 in the gas phase, from OMol25.

The geometry in XYZ format:
```
14
Properties=species:S:1:pos:R:3:lowdin_charge:R:1
O -2.47 0.53 -0.71 0.07
C -1.31 0.88 -0.64 -0.19
C -0.19 0.05 -0.12 -0.41
C 1.17 0.22 -0.79 -0.21
O 2.21 -0.25 0.02 -0.06
C -0.51 -1.20 0.61 -0.08
N -0.09 -0.01 1.35 0.06
H -1.03 1.92 -0.93 0.13
H 1.30 1.28 -1.06 0.12
H 1.20 -0.36 -1.72 0.13
H 1.95 -0.01 0.93 0.08
H 0.21 -2.00 0.60 0.12
H -1.56 -1.49 0.66 0.11
H -0.89 0.45 1.79 0.11
```

E_LUMO: 0.54 eV
electronic energy: -361.794052 Eh
SMILES: O=C[C@]1(CO)CN1
relative energy (zero: lowest compared OMol25 entry of this formula, charge and spin): 227.9 kJ/mol

2.
The following is a quantum chemistry calculation of a molecular structure, C18H38Cl12N2O2 at a distorted geometry, from OMol25.

The geometry in XYZ format:
```
72
Properties=species:S:1:pos:R:3:lowdin_charge:R:1
C 2.09 0.28 2.73 0.01
C 0.87 0.95 3.32 -0.51
O -0.03 1.32 2.58 -0.26
N 0.82 1.07 4.66 0.04
C -0.25 1.72 5.38 -0.06
H 1.75 -0.41 1.97 0.05
H 2.71 -0.28 3.43 0.09
H 2.67 1.10 2.29 0.03
H 1.64 0.79 5.17 0.14
H -0.43 1.25 6.35 0.09
H -1.19 1.56 4.85 0.08
H -0.08 2.79 5.50 0.08
C -5.05 0.59 -0.03 0.00
C -3.81 0.20 0.72 -0.46
O -3.66 -0.97 1.07 0.01
N -2.88 1.17 0.88 0.08
C -1.73 0.98 1.73 -0.17
H -5.60 -0.25 -0.44 0.04
H -4.84 1.22 -0.90 0.07
H -5.73 1.23 0.53 0.10
H -3.06 2.07 0.49 0.15
H -0.82 1.33 1.25 0.06
H -1.41 -0.03 1.97 0.10
H -1.83 1.50 2.68 0.10
Cl 4.64 1.18 0.16 0.57
C 4.64 1.66 -1.57 -0.64
C 5.24 0.55 -2.44 -0.66
Cl 4.15 -0.81 -2.38 0.61
H 5.25 2.56 -1.68 0.07
H 3.64 1.97 -1.87 0.05
H 6.18 0.19 -2.03 0.07
H 5.45 0.83 -3.47 0.08
Cl -5.56 -2.81 -2.36 0.55
C -5.11 -2.45 -0.67 -0.60
C -3.64 -2.06 -0.59 -0.68
Cl -2.55 -3.33 -1.21 0.53
H -5.27 -3.34 -0.06 0.08
H -5.74 -1.66 -0.26 0.04
H -3.39 -1.90 0.46 -0.08
H -3.41 -1.20 -1.21 0.03
Cl 4.96 -5.68 -1.15 0.51
C 3.61 -4.50 -1.31 -0.62
C 3.36 -3.85 0.03 -0.68
Cl 4.78 -3.06 0.76 0.51
H 2.79 -5.12 -1.65 0.07
H 3.88 -3.78 -2.07 0.04
H 2.97 -4.54 0.78 0.07
H 2.59 -3.09 -0.11 0.01
Cl 0.28 1.56 -1.58 0.56
C 0.87 0.08 -0.73 -0.60
C -0.37 -0.72 -0.38 -0.67
Cl 0.02 -2.18 0.52 0.62
H 1.37 0.46 0.16 0.02
H 1.62 -0.39 -1.36 0.02
H -0.90 -0.98 -1.29 0.05
H -1.06 -0.15 0.23 0.00
Cl 0.24 3.84 2.27 0.70
C 1.89 3.35 1.91 -0.65
C 2.61 4.32 1.00 -0.62
Cl 1.85 4.33 -0.63 0.53
H 1.80 2.40 1.39 0.02
H 2.44 3.25 2.85 0.09
H 3.67 4.12 0.86 0.06
H 2.63 5.35 1.37 0.07
Cl -1.44 0.87 -5.27 0.51
C -2.49 -0.57 -5.54 -0.64
C -3.14 -1.05 -4.27 -0.68
Cl -4.18 0.16 -3.50 0.58
H -1.89 -1.37 -5.96 0.08
H -3.26 -0.31 -6.26 0.07
H -2.42 -1.41 -3.54 0.05
H -3.77 -1.90 -4.54 0.06
```

E_LUMO: 0.32 eV
electronic energy: -6490.757414 Eh

3.
The following is a quantum chemistry calculation of a molecular structure, C6H20B2BeCl12 at a distorted geometry, from OMol25.

The geometry in XYZ format:
```
41
Properties=species:S:1:pos:R:3:lowdin_charge:R:1
Be -2.09 1.43 -2.32 0.76
B 0.16 -1.17 -0.31 -0.28
H 0.09 -1.65 -1.27 -0.05
H -0.81 -1.21 0.16 -0.05
H 0.89 -1.72 0.28 -0.04
H 0.50 -0.16 -0.48 -0.04
B -1.34 0.82 -6.77 -0.21
H -1.57 1.88 -6.76 -0.01
H -0.87 0.54 -7.70 -0.03
H -0.72 0.61 -5.91 -0.03
H -2.32 0.38 -6.68 -0.02
C -2.28 -5.56 -2.12 -0.98
Cl -3.09 -7.15 -2.03 0.48
Cl -3.32 -4.23 -2.78 0.45
H -1.87 -5.24 -1.16 0.03
H -1.41 -5.70 -2.77 0.02
C 4.69 4.36 -3.10 -1.07
Cl 3.98 5.29 -1.77 0.49
Cl 3.69 3.03 -3.58 0.52
H 4.89 4.92 -4.01 0.03
H 5.58 3.90 -2.67 0.02
C 5.79 -1.14 0.66 -1.05
Cl 6.49 -1.26 -0.92 0.52
Cl 7.03 -0.66 1.86 0.48
H 4.90 -0.50 0.67 0.04
H 5.48 -2.17 0.88 0.02
C -0.90 6.01 3.49 -1.02
Cl -1.28 4.78 2.28 0.48
Cl -1.53 7.58 2.93 0.48
H -1.16 5.72 4.51 0.04
H 0.18 6.13 3.47 0.02
C -6.43 -1.98 3.04 -1.02
Cl -5.19 -2.99 3.72 0.53
Cl -5.81 -0.67 1.93 0.44
H -7.13 -2.60 2.48 0.03
H -6.90 -1.43 3.85 0.02
C 0.65 -1.69 5.66 -1.05
Cl 0.56 -2.27 7.31 0.51
Cl 1.82 -0.37 5.56 0.48
H 0.96 -2.53 5.03 0.03
H -0.32 -1.32 5.32 0.03
```

E_LUMO: -6.91 eV
electronic energy: -5826.709859 Eh
relative energy (zero: lowest compared OMol25 entry of this formula, charge and spin): 1029.3 kJ/mol

4.
The following is a quantum chemistry calculation of a molecular structure, C21H13F7NO2Sr, from OMol25.

The geometry in XYZ format:
```
45
Properties=species:S:1:pos:R:3:lowdin_charge:R:1
Sr 0.21 0.51 -0.43 1.58
C -0.49 -1.26 3.84 -0.01
C 0.02 -0.23 2.86 -0.37
O -0.57 -0.11 1.79 -0.10
C 1.22 0.56 3.21 -0.10
C 1.45 0.80 4.57 -0.07
C 2.50 1.58 5.01 -0.12
C 3.36 2.11 4.04 -0.10
C 3.19 1.87 2.71 -0.02
C 2.12 1.07 2.22 -0.39
O 2.03 0.79 0.97 -0.27
H -1.15 -1.94 3.32 0.08
H -1.05 -0.77 4.64 0.09
H 0.33 -1.80 4.31 0.09
H 0.77 0.39 5.30 0.10
H 2.64 1.77 6.06 0.09
H 4.20 2.73 4.36 0.10
H 3.87 2.28 1.97 0.11
F -0.98 -5.12 0.65 0.02
C -1.05 -4.15 -0.31 -0.29
C -0.23 -3.04 -0.21 -0.11
C -0.27 -2.02 -1.17 -0.15
C -1.20 -2.19 -2.23 -0.19
C -2.01 -3.32 -2.27 -0.24
F -2.93 -3.47 -3.27 0.03
C -1.97 -4.32 -1.32 0.03
C -1.29 -1.14 -3.30 -0.22
C -1.45 -1.46 -4.64 -0.02
C -1.49 -0.44 -5.58 -0.08
C -1.38 0.87 -5.17 -0.07
C -1.22 1.11 -3.81 -0.13
N -1.18 0.14 -2.90 0.06
H 0.44 -3.01 0.64 0.09
H -2.62 -5.18 -1.37 0.12
H -1.52 -2.50 -4.94 0.11
H -1.61 -0.68 -6.63 0.10
H -1.41 1.71 -5.86 0.10
H -1.12 2.12 -3.42 0.08
F 0.84 2.45 -1.81 -0.25
C -0.20 3.44 -1.43 -0.14
F -1.18 2.56 -0.77 -0.23
C 0.45 4.13 -0.19 -0.65
F -0.11 5.35 -0.08 0.10
F 0.28 3.51 0.99 0.11
F 1.76 4.31 -0.35 0.13
```

E_LUMO: 2.80 eV
net charge: -1
electronic energy: -1743.180692 Eh
relative energy (zero: lowest compared OMol25 entry of this formula, charge and spin): 14.6 kJ/mol

Number 1: HOMO-LUMO gap 10.54 eV. Number 2: HOMO-LUMO gap 8.14 eV. Number 3: HOMO-LUMO gap 2.74 eV. Number 4: HOMO-LUMO gap 7.90 eV.